1.
DFT (ωB97M-V/def2-TZVPD) results for a structure of composition C22H70BNaO22 at a distorted geometry.

Last column: Mulliken charge in e.
Geometry (Å):
Na1 0.06843 0.24560 -0.07988  -1.33
B1 -2.43100 0.59613 0.32124  6.25
H1 -1.70968 1.17027 -0.23938  -1.85
H2 -2.54709 0.96108 1.32999  -0.58
H3 -3.31457 0.71850 -0.28586  -0.38
H4 -2.08471 -0.42388 0.25874  -1.04
C1 -1.32055 4.23218 1.75202  0.29
C2 -1.79223 5.57542 2.41478  -0.74
O1 -1.40243 6.74512 1.73926  -0.54
O2 -2.12610 3.96762 0.59919  -0.57
H5 -1.34726 3.44081 2.50110  0.21
H6 -0.24545 4.30965 1.58995  -0.04
H7 -1.32883 5.61806 3.40045  0.33
H8 -2.87177 5.59353 2.56432  0.35
H9 -1.66087 6.57869 0.82981  0.35
H10 -2.13984 3.04044 0.35069  -0.01
C3 0.83681 0.23116 -4.07936  0.48
C4 1.36758 1.54995 -4.57033  -0.75
O3 0.44563 2.65796 -4.35874  -0.51
O4 -0.45298 -0.14766 -4.56334  -0.52
H11 0.78810 0.09515 -2.99898  -0.39
H12 1.59560 -0.50102 -4.35549  0.47
H13 1.42824 1.53417 -5.65853  0.49
H14 2.39357 1.64324 -4.21435  0.30
H15 0.74048 3.46093 -4.79453  0.25
H16 -1.16806 0.23177 -4.04731  0.14
C5 -0.13293 -3.13753 -2.81003  -0.98
C6 -0.87029 -2.33248 -1.80783  0.86
O5 -0.06139 -2.19514 -0.65831  0.77
O6 -0.11081 -4.47012 -2.33254  -0.56
H17 0.88745 -2.83002 -3.03885  0.03
H18 -0.59584 -3.05709 -3.79356  0.45
H19 -1.87636 -2.67598 -1.56713  0.45
H20 -1.08606 -1.31275 -2.12674  -0.71
H21 0.12380 -2.99684 -0.16376  -0.54
H22 -0.74303 -5.02878 -2.79058  0.34
C7 4.82627 1.91851 1.72785  -0.07
C8 6.40221 2.10356 1.51783  -0.40
O7 6.58450 3.56708 1.75239  -0.54
O8 4.52731 1.90274 3.11096  -0.53
H23 4.39055 1.07778 1.18802  -0.32
H24 4.13644 2.70019 1.40972  0.60
H25 6.60491 1.85884 0.47518  0.31
H26 6.97788 1.47584 2.19803  0.28
H27 6.04506 3.85326 2.49313  0.30
H28 4.17907 2.76706 3.34178  0.39
C9 3.49632 -0.22413 -1.43409  -0.38
C10 3.70285 -1.59365 -0.80431  -0.60
O9 3.49163 -1.76234 0.59268  -0.63
O10 2.36244 0.44678 -0.95509  0.99
H29 3.41414 -0.19923 -2.52070  0.43
H30 4.32173 0.43561 -1.16664  0.16
H31 4.60277 -2.11725 -1.12694  0.51
H32 2.89805 -2.22422 -1.18219  -0.01
H33 2.65157 -1.31918 0.73234  0.00
H34 2.33458 1.39436 -1.10643  -0.56
C11 -3.83691 0.52123 -3.51419  -0.35
C12 -3.97473 1.61849 -4.61301  -0.72
O11 -2.77991 1.99128 -5.30408  -0.52
O12 -2.70214 0.75362 -2.81328  -0.25
H35 -3.74932 -0.46871 -3.96190  0.28
H36 -4.72359 0.76204 -2.92776  0.43
H37 -4.37416 2.54588 -4.20250  0.31
H38 -4.47582 1.27653 -5.51859  0.35
H39 -2.13136 2.12846 -4.60969  0.21
H40 -2.96895 0.89851 -1.90256  -0.46
C13 -2.77952 -4.03716 1.02066  0.28
C14 -1.82232 -3.83324 2.29893  -0.16
O13 -1.57490 -2.44902 2.64907  -0.41
O14 -4.06254 -3.72294 1.53809  -0.59
H41 -2.72964 -5.09871 0.77832  0.47
H42 -2.26802 -3.60192 0.16215  -0.52
H43 -0.88645 -4.37641 2.16769  -0.17
H44 -2.26077 -4.22728 3.21576  0.44
H45 -2.43331 -2.10139 2.90181  0.22
H46 -4.21707 -2.77554 1.55068  0.58
C15 2.38092 4.19709 -1.61146  -0.71
C16 0.92581 3.87348 -1.13533  -0.11
O15 0.61494 2.59021 -1.55803  0.24
O16 3.26051 3.25315 -0.88589  -0.44
H47 2.66345 5.23975 -1.46606  0.48
H48 2.35507 4.01147 -2.68522  0.25
H49 0.22528 4.70853 -1.12766  0.55
H50 1.00691 3.75776 -0.05453  -0.33
H51 0.31696 2.63948 -2.46928  -0.17
H52 4.12359 3.47497 -1.24296  0.20
C17 1.49036 -5.47705 1.48731  0.10
C18 2.80205 -6.12716 1.23466  -0.60
O17 3.46703 -6.71814 2.36405  -0.54
O18 1.76187 -4.17681 2.23302  -0.52
H53 0.82753 -6.13111 2.05385  0.37
H54 0.98747 -5.14349 0.57960  0.03
H55 3.36526 -5.22039 1.01408  0.17
H56 2.72166 -6.74218 0.33834  0.37
H57 4.08490 -6.08992 2.74507  0.32
H58 2.39225 -3.61605 1.77502  0.22
C19 -5.39783 -0.53521 2.17395  -0.32
C20 -5.84271 -1.28478 3.49085  -0.50
O19 -6.71652 -2.31253 3.23141  -0.58
O20 -4.28135 -1.16412 1.68620  -0.44
H59 -5.07833 0.42423 2.58076  0.22
H60 -6.12773 -0.43410 1.37075  0.38
H61 -6.38385 -0.60755 4.15162  0.37
H62 -4.99793 -1.75928 3.99016  0.22
H63 -6.36193 -3.19312 3.37432  0.34
H64 -3.69806 -0.47318 1.36376  -0.16
C21 1.57037 -0.21778 2.82560  -0.35
C22 0.66559 0.93612 3.00445  -0.69
O21 0.89763 1.96444 2.04230  -0.17
O22 1.09107 -1.00322 1.71829  0.84
H65 1.64025 -0.83298 3.72268  0.45
H66 2.60285 0.06932 2.62645  -0.03
H67 0.91410 1.49299 3.90791  0.75
H68 -0.36119 0.57824 3.08023  -0.09
H69 1.16416 2.74683 2.53059  0.19
H70 0.47345 -1.65164 2.06424  -0.41

Properties
2S+1 = 1
lowest unoccupied orbital energy = -0.24 eV
energy above the lowest of the compared OMol25 structures with the same formula, charge and spin = 0.0 kJ/mol
max |F| = 4.3 eV Å⁻¹
highest occupied orbital energy = -9.25 eV

2.
DFT (ωB97M-V/def2-TZVPD) results for an isolated molecule of C4H6Cl2N2O3 at a distorted geometry.

Last column: Mulliken charge in e.
Geometry (Å):
N1 -2.31405 -0.22254 -0.29435  -0.37
C1 -1.48559 -0.23241 0.77926  0.48
O1 -1.43557 -1.13956 1.58641  -0.65
C2 -0.39312 0.85882 0.83779  -0.40
Cl1 -0.79895 2.47299 0.31646  -0.13
C3 1.04860 0.40807 -0.23735  0.42
N2 0.70157 0.51502 -1.55813  -0.42
Cl2 2.32946 1.58995 0.34467  -0.18
C4 1.66288 -1.02812 -0.01025  0.44
O2 2.43365 -1.52053 -0.77848  -0.55
O3 1.18455 -1.66717 1.00190  -0.44
H1 -2.12384 0.04883 -1.20996  0.21
H2 -3.20891 -0.80933 -0.12705  0.28
H3 0.03649 0.80888 1.89765  0.45
H4 0.73519 1.42305 -1.94892  0.25
H5 1.18118 -0.14120 -2.03292  0.22
H6 0.44647 -1.36477 1.43326  0.38

Properties
2S+1 = 1
lowest unoccupied orbital energy = 0.41 eV
energy above the lowest of the compared OMol25 structures with the same formula, charge and spin = 0.0 kJ/mol
max |F| = 4.9 eV Å⁻¹
highest occupied orbital energy = -10.22 eV
SMILES string = NC(=O)[C@H](Cl)[C@@](N)(Cl)C(=O)O

Number 1: frontier orbital gap 9.0 eV. Number 2: frontier orbital gap 10.6 eV.